# H9N3Si2

A 2-piece molecular cluster, H9N3Si2 overall (wB97M-V/def2-TZVPD, the Open Molecules 2025 dataset).

Atoms and positions in Å:
N1 -0.52633 1.87558 0.78900
N2 -2.46398 0.09496 0.57512
N3 1.01325 -0.62744 0.26180
Si1 1.93113 -1.00430 -1.12806
Si2 -1.98379 1.46588 1.33428
H1 0.03981 2.50003 1.31726
H2 0.33772 0.03115 0.07633
H3 -3.37206 -0.17330 0.25473
H4 -1.65555 -0.45670 0.14721
H5 0.64034 -1.31255 0.94290
H6 3.37406 -1.05518 -0.65521
H7 2.00654 0.20056 -2.00875
H8 1.91261 -2.38080 -1.67960
H9 -3.02367 1.84542 2.19258

## Properties
total charge = 0
multiplicity = 1
orbital gap = 9.8051 eV
HOMO level = -0.339 hartree
energy above the lowest of the compared OMol25 structures with the same formula, charge and spin = 281.4 kJ/mol
SMILES = [H]/N=[SiH]/N.N[SiH3]